# 1
Computed, not measured: 6 unconnected molecules or ions with the total composition C31H43BrClF3NO21PS2, with the ωB97M-V functional and the def2-TZVPD basis.

Structure (ORCA input):
```
! wB97M-V def2-TZVPD RIJCOSX def2/J DEFGRID3
* xyz 0 1
C 6.4865 -1.2868 1.6008
C 5.4554 -0.9264 1.1272
C 4.1097 -0.5496 0.7240
C 3.1752 -1.7689 0.3224
N 4.0554 -2.8023 -0.1955
C 4.3601 -2.8359 -1.4370
C 4.3653 -4.1875 -2.1149
C 4.8614 -1.6990 -2.2808
O 2.3566 -1.3540 -0.7675
S 1.3280 -0.0835 -0.6375
O 2.0591 1.1498 -0.7154
O 0.9056 -0.2412 0.9580
C 0.0430 -1.3991 1.1592
C -1.0321 -0.8056 2.1390
C -2.2720 -0.0996 1.5216
C -2.8737 0.7944 2.6252
Br -3.6114 -0.2228 4.0988
P -1.1042 -1.7238 -0.3725
O -2.0465 -2.9707 0.1823
Cl -0.2119 -2.6847 -1.9639
C 0.9453 -2.4650 1.8635
C 0.4174 -3.9321 1.7271
C 0.5181 -4.6994 0.4213
F 1.6268 -4.4070 -0.3507
C 0.8844 -2.3848 3.4501
S 1.1818 -0.8700 4.3539
O 0.0084 -0.5938 5.1431
O 2.3942 -0.9771 5.1228
C 2.4922 -2.4119 1.6041
F 3.1252 -1.7618 2.6596
F 2.9499 -3.6842 1.8006
H 7.3976 -1.6354 2.0252
H 3.6381 0.1497 1.4125
H 4.2136 0.0133 -0.2049
H 4.4717 -4.9441 -1.3405
H 3.4578 -4.3112 -2.6994
H 5.2583 -4.2721 -2.7369
H 5.4459 -0.9855 -1.7057
H 3.9910 -1.1523 -2.6671
H 5.3985 -2.0283 -3.1641
H -0.5731 -0.0068 2.7068
H -1.4205 -1.5852 2.7895
H -3.0977 -0.7649 1.2783
H -2.0363 0.6137 0.7354
H -3.6300 1.4285 2.1712
H -2.1223 1.4659 3.0344
H -2.4442 -2.7289 1.0276
H -0.6367 -3.8821 2.0075
H 0.8501 -4.5502 2.5075
H 0.5911 -5.7637 0.6657
H -0.3628 -4.6362 -0.2099
H -0.0699 -2.7693 3.7981
H 1.6215 -3.0897 3.8256
H 1.3451 0.1304 3.4521
C 6.6030 2.9247 0.4113
C 7.9392 3.2269 -0.2343
O 8.2372 2.0006 -0.9076
C 7.0704 1.3539 -1.1345
O 6.9515 0.3859 -1.8116
O 6.0493 1.9540 -0.4797
H 5.9557 3.7950 0.4819
H 6.7062 2.4751 1.4005
H 7.8756 4.0280 -0.9731
H 8.7168 3.4685 0.4855
C 4.8923 -2.6978 7.0518
C 5.0946 -1.9470 5.7563
O 6.5243 -1.8178 5.7017
C 7.0659 -2.8046 6.4507
O 8.2221 -3.0757 6.4792
O 6.1094 -3.4453 7.1684
H 4.0331 -3.3623 7.0287
H 4.8038 -2.0323 7.9124
H 4.7581 -2.5118 4.8860
H 4.6167 -0.9760 5.7499
C -2.2375 3.6875 -2.2455
C -1.9787 3.3886 -3.7018
O -1.5397 2.0132 -3.6550
C -2.0367 1.4569 -2.5369
O -2.0001 0.2938 -2.2784
O -2.5868 2.3947 -1.7257
H -3.0447 4.3966 -2.0984
H -1.3463 4.0436 -1.7235
H -2.8727 3.4557 -4.3147
H -1.2075 4.0221 -4.1332
C -7.3009 4.1895 -3.4302
C -7.3381 4.0455 -4.9286
O -6.0968 4.6625 -5.3239
C -5.2563 4.6051 -4.2741
O -4.0926 4.8738 -4.3214
O -5.8896 4.1978 -3.1547
H -7.7875 3.3769 -2.9135
H -7.7276 5.1363 -3.0895
H -7.3337 3.0090 -5.2532
H -8.1835 4.5538 -5.3830
C -12.5661 2.3554 -3.8058
C -12.2790 3.1334 -5.0721
O -10.8659 3.3540 -4.9770
C -10.3462 2.3936 -4.1787
O -9.1795 2.2018 -4.0366
O -11.3200 1.6888 -3.5698
H -13.3715 1.6353 -3.9190
H -12.7841 3.0033 -2.9555
H -12.4843 2.5567 -5.9749
H -12.8134 4.0778 -5.1249
*
```

gap between HOMO and LUMO	8.2	eV
LUMO energy	0.1	eV
E_HOMO	-8.13	eV


# 2
Computed, not measured: a molecular structure, C20H25N3O3S2Sr, with the ωB97M-V functional and the def2-TZVPD basis.

Structure (ORCA input):
```
! wB97M-V def2-TZVPD RIJCOSX def2/J DEFGRID3
* xyz 2 1
C -1.2507 -2.0480 -6.7584
C -1.2840 -1.1806 -7.9772
H -1.1744 -3.0945 -7.0633
H -2.1876 -1.9496 -6.1631
C -1.2459 0.1414 -7.7832
C -0.9568 0.6321 -6.3408
H -1.9355 0.6425 -5.8300
H -0.6123 1.6671 -6.3713
C -1.5046 -1.8508 -9.2844
H -1.2933 -2.9176 -9.1831
H -0.8908 -1.4842 -10.1112
H -2.5400 -1.7562 -9.6084
C -1.5804 1.0425 -8.9251
H -2.5925 0.8007 -9.2775
H -0.9503 0.8750 -9.8140
H -1.5650 2.1131 -8.7148
Sr -1.0328 -0.2147 -0.6206
O -0.4848 -0.5804 -3.2669
C 0.2608 -0.0096 -4.0836
O 0.9190 0.7767 -1.2627
C 1.5005 1.2074 -2.2846
O 2.3826 2.1670 -2.2207
N 1.3201 0.7747 -3.6051
C 3.1249 2.2044 -3.4913
C 2.3555 1.3609 -4.4627
H 4.1096 1.7642 -3.2910
H 3.2087 3.2462 -3.8190
H 2.9690 0.5842 -4.9363
H 1.8686 1.9506 -5.2459
C 0.0637 -0.1867 -5.6085
C -0.0996 -1.6870 -5.9172
H 1.0495 0.0819 -6.0347
H -0.2233 -2.2133 -4.9448
H 0.8534 -1.9919 -6.3790
C 0.3297 3.0276 1.6322
C -0.1804 1.8932 2.4436
N -0.6416 0.7702 1.9337
C -0.9852 -0.1616 2.9443
C -0.8343 0.3497 4.2270
S -0.1791 1.9469 4.2009
C -1.2886 -1.5249 2.5714
C -1.5776 -2.6208 3.3647
S -1.6795 -4.0773 2.4321
C -1.3497 -3.1522 0.9864
N -1.1588 -1.8680 1.2128
C -1.3345 -3.7130 -0.3900
H -0.4787 3.7523 1.4671
H 1.1258 3.5251 2.1997
H 0.7177 2.6590 0.6760
H -1.0741 -0.2034 5.1289
H -1.7142 -2.5621 4.4387
H -0.9264 -4.7281 -0.3383
H -2.3622 -3.7615 -0.7796
H -0.6956 -3.1234 -1.0700
*
```

gap between HOMO and LUMO	6.9	eV
LUMO energy	-5.9	eV
E_HOMO	-12.81	eV


# 3
Computed, not measured: a molecular structure, C9H24IO4P2RuS, with the ωB97M-V functional and the def2-TZVPD basis.

Structure (ORCA input):
```
! wB97M-V def2-TZVPD RIJCOSX def2/J DEFGRID3
* xyz 3 5
C 1.5593 0.0461 -3.2706
I 3.1909 -0.1915 -1.9915
H 1.5403 0.9987 -3.8359
H 0.7940 0.0472 -2.4836
H 1.4526 -0.8836 -3.8511
Ru -0.8125 0.7575 0.8739
P -0.0009 2.7364 0.1490
C -1.2427 3.9556 0.6504
C 1.6796 2.7093 0.8885
H 2.1437 3.7132 0.9039
H 0.1940 4.0267 -1.9675
H 2.3358 2.0193 0.3217
H 0.9390 2.3749 -2.1297
H -1.4472 3.8992 1.7165
H 1.6135 2.3223 1.9262
C 0.1084 2.9624 -1.6909
H -0.9919 4.9764 0.3765
H -0.8572 2.6062 -2.0787
H -2.1774 3.6960 0.1450
P 0.0994 -2.6997 -0.4371
C -1.0346 -3.9211 0.2954
C 0.4766 -3.5162 -1.9900
H 2.3117 -2.1758 0.2548
H 1.8533 -3.8879 0.5500
H 1.2468 -2.5821 1.6569
C 1.5324 -2.8455 0.6307
H 1.4015 -3.0966 -2.4024
H 0.6401 -4.5917 -1.8250
H -0.6458 -4.9016 -0.0052
H -2.0489 -3.7936 -0.1102
H -0.3684 -3.3893 -2.6755
H -1.0307 -3.8356 1.3904
C -2.3191 0.9158 -0.1432
O -3.1588 1.1678 -0.9135
C -1.3571 0.9932 3.2698
S -1.0324 -0.6286 2.5499
O 0.2056 -1.1897 3.0812
O -2.2296 -1.4597 2.5828
O -0.3718 -1.2676 -0.6125
H -0.6521 1.0639 4.1027
H -2.4029 1.0587 3.5672
H -1.1365 1.8106 2.5308
*
```

gap between HOMO and LUMO (alpha / beta)	7.5 / 5.2	eV
LUMO energy (alpha / beta)	-11.6 / -14.5	eV
E_HOMO (alpha / beta)	-19.06 / -19.72	eV
⟨S²⟩	6.020


# 4
Computed, not measured: 2 unconnected molecules or ions with the total composition C5H6N, with the ωB97M-V functional and the def2-TZVPD basis.

Structure (ORCA input):
```
! wB97M-V def2-TZVPD RIJCOSX def2/J DEFGRID3
* xyz 1 3
C 1.0873 -1.2446 3.0788
C 0.2215 -0.4005 2.7449
C -0.3639 0.2497 0.0358
C -0.6980 0.5838 2.3175
C 0.2460 0.1339 -2.4298
N -0.1236 0.0953 -1.0947
H 1.4551 -2.0893 3.4541
H -1.7475 0.5489 2.4459
H -0.1774 1.5124 2.2741
H 0.8477 1.0108 -2.6047
H -0.7205 0.2463 -3.0894
H 0.7589 -0.8181 -2.7693
*
```

gap between HOMO and LUMO (alpha / beta)	9.0 / 6.8	eV
LUMO energy (alpha / beta)	-4.0 / -9.1	eV
E_HOMO (alpha / beta)	-12.98 / -15.90	eV
⟨S²⟩	2.014


# 5
Computed, not measured: a molecular structure, C20H16Br2FNO2Rh, with the ωB97M-V functional and the def2-TZVPD basis.

Structure (ORCA input):
```
! wB97M-V def2-TZVPD RIJCOSX def2/J DEFGRID3
* xyz 1 1
Rh -0.0226 0.4436 0.0572
C -1.2143 -0.4059 5.4693
C -0.2116 -0.2387 4.3675
C 1.1577 -0.3592 4.5756
C 2.0584 -0.2078 3.5268
C 1.5153 0.0435 2.2958
Br 2.5200 0.2957 0.6821
N 0.2127 0.1408 2.0552
C -0.6432 0.0246 3.0717
H -0.7307 -0.4167 6.4436
H -1.7547 -1.3458 5.3449
H -1.9463 0.4011 5.4572
H 1.5321 -0.5667 5.5699
H 3.1265 -0.2857 3.6654
H -1.6937 0.1363 2.8365
F -1.0360 1.0670 -5.3234
C -0.7913 1.4270 -4.0691
C 0.5008 1.3582 -3.5969
C 0.7317 1.7502 -2.2844
C -0.3224 2.1879 -1.4582
C -0.0634 2.4551 -0.0454
C -1.6342 2.2196 -1.9895
C -1.8664 1.8575 -3.2879
H 1.2987 1.0287 -4.2464
H 1.7481 1.7798 -1.9111
H -0.8680 2.8967 0.5330
H 0.9234 2.8341 0.2069
H -2.4564 2.5138 -1.3520
H -2.8576 1.8746 -3.7188
Br 1.4528 -4.0879 1.1595
C -0.3127 -3.5212 1.5376
C -1.0673 -4.1769 2.4983
C -2.3446 -3.7117 2.7801
C -2.8421 -2.5884 2.1357
C -2.0777 -1.9334 1.1762
C -0.8193 -2.4307 0.8536
C -2.6194 -0.6394 0.6036
O -3.6696 -0.1883 0.9849
O -1.8751 -0.0415 -0.3230
H -0.6642 -5.0387 3.0118
H -2.9484 -4.2265 3.5154
H -3.8223 -2.1959 2.3703
H -0.1806 -1.9856 0.0972
*
```

gap between HOMO and LUMO	7.7	eV
LUMO energy	-4.2	eV
E_HOMO	-11.98	eV


# 6
Computed, not measured: a single C4H7NO molecule, with the ωB97M-V functional and the def2-TZVPD basis.

Structure (ORCA input):
```
! wB97M-V def2-TZVPD RIJCOSX def2/J DEFGRID3
* xyz 0 1
O 1.2611 -2.0872 1.1954
C 0.2328 -1.7748 0.6270
N -0.2011 -0.4979 0.4929
C 0.6821 0.6652 0.5962
C 0.0580 1.2080 -0.7079
C -1.0178 0.1066 -0.5694
H -0.4547 -2.5171 0.1796
H 0.4638 1.2644 1.4857
H 1.7419 0.4003 0.5914
H -0.2922 2.2408 -0.6956
H 0.7057 1.0441 -1.5724
H -1.2059 -0.5306 -1.4394
H -1.9738 0.4781 -0.1835
*
```

gap between HOMO and LUMO	10.4	eV
LUMO energy	1.0	eV
E_HOMO	-9.39	eV
SMILES string	O=CN1CCC1


# 7
Computed, not measured: a molecular structure, C30H20N4O2S4W, with the ωB97M-V functional and the def2-TZVPD basis.

Structure (ORCA input):
```
! wB97M-V def2-TZVPD RIJCOSX def2/J DEFGRID3
* xyz 0 1
W -0.3442 0.1464 -0.0122
O -0.5250 1.4805 1.3245
C 0.1413 2.2410 2.1702
C -0.5150 2.8409 3.2388
C 0.2128 3.6453 4.0964
C 1.5810 3.8671 3.9108
C 2.2173 3.2698 2.8439
C 1.5032 2.4477 1.9678
C 2.2001 1.8262 0.8660
N 1.7488 0.9673 0.0309
C 2.6772 0.4373 -0.9739
C 1.9400 0.3785 -2.2810
N 0.7005 -0.3464 -1.9858
C 0.2902 -1.1612 -2.8867
C -0.7879 -2.1023 -2.7572
C -1.2739 -2.8187 -3.8575
C -2.2128 -3.8058 -3.6680
C -2.6355 -4.1117 -2.3647
C -2.1421 -3.4382 -1.2671
C -1.2248 -2.4079 -1.4739
O -0.7097 -1.7515 -0.4486
H -1.5719 2.6576 3.3736
H -0.2910 4.1107 4.9347
H 2.1329 4.4974 4.5938
H 3.2782 3.4233 2.6778
H 3.2446 2.1165 0.7509
H 2.9619 -0.5684 -0.6594
H 3.5689 1.0612 -1.0321
H 2.5276 -0.1486 -3.0326
H 1.7018 1.3762 -2.6410
H 0.8396 -1.1791 -3.8287
H -0.9086 -2.5848 -4.8517
H -2.6098 -4.3526 -4.5116
H -3.3662 -4.8976 -2.2164
H -2.4557 -3.6671 -0.2575
S -2.4980 0.2587 -1.1168
C -2.8808 1.8830 -1.6161
C -4.1985 2.2176 -1.9344
C -4.4916 3.4907 -2.3874
C -3.4700 4.4311 -2.5218
C -2.1652 4.1008 -2.2015
C -1.8650 2.8183 -1.7363
S -0.2403 2.3641 -1.3156
H -4.9819 1.4780 -1.8199
H -5.5127 3.7555 -2.6288
H -3.6981 5.4311 -2.8677
H -1.3760 4.8365 -2.2951
S 1.1088 -1.0518 1.6151
C 0.1107 -2.3268 2.2762
C 0.7109 -3.4700 2.7888
C -0.0493 -4.4678 3.3807
C 0.6129 -5.6449 3.8922
N 1.1697 -6.5631 4.3022
C -1.4378 -4.3126 3.4569
C -2.0365 -3.1746 2.9397
C -1.2750 -2.1664 2.3437
S -2.0422 -0.7373 1.7211
C -2.2722 -5.3349 4.0475
N -2.9419 -6.1484 4.5061
H 1.7849 -3.5891 2.7284
H -3.1129 -3.0736 2.9937
*
```

gap between HOMO and LUMO	5.7	eV
LUMO energy	-1.8	eV
E_HOMO	-7.50	eV


# 8
Computed, not measured: 2 unconnected molecules or ions with the total composition C4H12OS2, with the ωB97M-V functional and the def2-TZVPD basis.

Structure (ORCA input):
```
! wB97M-V def2-TZVPD RIJCOSX def2/J DEFGRID3
* xyz 0 1
C 0.5140 -1.6284 -2.7755
C -0.4493 -1.9957 -1.6538
S 0.0538 -1.5502 0.0037
S -1.3588 -0.0666 0.7167
C -0.1406 1.1164 1.3585
C -0.4737 1.1958 2.8352
H 0.0678 -1.7391 -3.7479
H 0.7218 -0.5984 -2.4276
H 1.4670 -2.2255 -2.5729
H -1.3990 -1.5412 -1.4738
H -0.6928 -3.1340 -1.7657
H -0.1390 1.9461 0.6442
H 0.9172 0.8974 1.2899
H -1.1081 2.0058 2.9546
H -0.8849 0.2181 3.0684
H 0.5859 1.4120 3.3180
O 2.4206 3.7472 -0.8861
H 1.9685 2.9325 -0.9606
H 3.3096 3.5880 -1.3509
*
```

gap between HOMO and LUMO	8.7	eV
LUMO energy	0.4	eV
E_HOMO	-8.32	eV
SMILES string	CCSSCC.O


no.,F_max (eV/A)
1,3.8
2,2.7
3,6.9
4,3.7
5,0.6
6,0.4
7,1.1
8,3.9